{
  "formula": "C15H79ClINO33PS",
  "method": "the ωB97M-V functional and the def2-TZVPD basis",
  "charge": 1,
  "orbital_gap_ev": 7.8521,
  "elements": ["C", "C", "C", "Cl", "C", "C", "P", "O", "O", "S", "C", "C", "O", "O", "C", "C", "C", "C", "C", "I", "N", "C", "C", "C", "O", "H", "H", "H", "H", "H", "H", "H", "H", "H", "H", "H", "H", "H", "H", "H", "H", "H", "H", "H", "H", "H", "H", "H", "O", "H", "H", "O", "H", "H", "O", "H", "H", "O", "H", "H", "O", "H", "H", "O", "H", "H", "O", "H", "H", "O", "H", "H", "O", "H", "H", "O", "H", "H", "O", "H", "H", "O", "H", "H", "O", "H", "H", "O", "H", "H", "O", "H", "H", "O", "H", "H", "O", "H", "H", "O", "H", "H", "O", "H", "H", "O", "H", "H", "O", "H", "H", "O", "H", "H", "O", "H", "H", "O", "H", "H", "O", "H", "H", "O", "H", "H", "O", "H", "H", "O", "H", "H"],
  "xyz": [[-1.515757, 1.415838, 3.381702], [-1.517276, 0.318106, 2.330491], [-1.026060, 0.960353, 1.029082], [-2.336425, 1.839685, 0.190883], [-0.323301, 0.049636, 0.063491], [0.942807, 0.388742, -0.368239], [1.792704, 1.895337, 0.216177], [1.979447, 1.712304, 1.804130], [3.242301, 1.979566, -0.386610], [0.787092, 3.443476, -0.256077], [1.578070, -0.441119, -1.283326], [2.955421, -0.223484, -1.871230], [3.093513, 0.378211, -2.902055], [4.007365, -0.731438, -1.191357], [0.919994, -1.536470, -1.745147], [-0.330279, -1.855809, -1.302853], [-0.986899, -3.071028, -1.893327], [0.004429, -4.165733, -2.273666], [-0.758799, -5.412534, -2.711416], [1.359928, -4.697636, -0.681667], [-0.926504, -1.051082, -0.415991], [-2.301635, -1.436510, -0.034991], [-2.441896, -2.441847, 1.122746], [-1.276518, -3.353491, 1.428506], [-0.100923, -2.670337, 1.829405], [-1.949458, 2.333661, 2.999989], [-0.505755, 1.669013, 3.690079], [-2.121408, 1.156423, 4.238067], [-0.863803, -0.498444, 2.601346], [-2.545356, 0.008468, 2.233937], [-0.371765, 1.733214, 1.382191], [2.231545, 0.791298, 1.980706], [3.953612, 1.673035, 0.227084], [4.477764, -1.381800, -1.758949], [1.387276, -2.157225, -2.481403], [-1.776992, -3.499525, -1.305753], [-1.451611, -2.743700, -2.813488], [0.608133, -3.809234, -3.092551], [-1.068308, -5.267711, -3.738095], [-0.159565, -6.303947, -2.617139], [-1.619880, -5.533434, -2.067839], [-2.853212, -1.773704, -0.887215], [-2.833423, -0.560060, 0.282493], [-3.274639, -3.089594, 0.867971], [-2.729903, -1.973086, 2.047886], [-1.593815, -3.976489, 2.256552], [-1.106155, -4.043869, 0.608971], [0.102845, -2.887907, 2.740797], [-5.222477, -0.502120, -0.111095], [-6.069107, -0.956376, -0.067963], [-5.440191, 0.324089, -0.559167], [-7.058397, 0.682362, -2.013223], [-7.717730, 1.247991, -1.596942], [-7.217183, 0.781814, -2.958759], [1.774651, 1.441546, 5.037859], [2.051619, 1.861144, 4.217909], [2.449727, 0.770368, 5.196397], [-0.771459, 1.484491, 7.248022], [-0.276308, 1.178101, 8.016921], [-0.174928, 1.331574, 6.504835], [-3.728743, 3.989992, 4.311449], [-3.200820, 4.159617, 5.101302], [-3.597430, 4.773119, 3.768605], [-3.704984, -2.938072, -2.620388], [-4.387249, -2.371155, -2.235479], [-3.850075, -2.850248, -3.570519], [4.803314, 0.777490, 4.806904], [5.471580, 1.105981, 5.416963], [5.321984, 0.425897, 4.076080], [-0.236772, -5.843852, 2.915905], [0.071562, -5.364623, 2.141015], [0.432501, -6.519864, 3.066100], [0.760953, 2.815920, 9.322360], [0.462666, 3.537107, 9.883808], [0.521225, 3.088537, 8.428727], [5.664138, 0.928243, 0.529790], [5.190904, 0.375284, -0.109282], [5.994729, 1.683172, 0.026348], [-5.163669, 1.608337, -4.152711], [-4.590888, 1.739487, -3.392000], [-5.057629, 2.422305, -4.657118], [-1.214150, -1.467829, -5.793158], [-0.565217, -1.093308, -5.191571], [-0.706781, -1.718883, -6.572139], [-0.276641, 1.244521, -5.111419], [-0.777931, 2.073803, -5.139425], [0.565810, 1.499517, -4.720097], [5.732346, -1.760546, -3.373481], [5.206916, -2.278849, -3.998156], [5.981881, -0.967198, -3.869932], [0.733598, -8.102627, 0.258371], [0.237957, -8.667591, -0.341977], [0.991621, -7.339295, -0.272166], [-5.590561, 4.293165, -3.768037], [-6.421417, 3.810524, -3.698606], [-5.830997, 5.124393, -4.191562], [7.208279, 0.744232, -4.048939], [6.728971, 1.576825, -4.100554], [8.042264, 0.971014, -3.625331], [6.028950, -3.744538, -1.139334], [6.181841, -3.111454, -1.852071], [5.115039, -3.581355, -0.904361], [-2.790069, 5.650483, 7.001623], [-2.652156, 5.068867, 7.756379], [-2.142473, 6.352053, 7.120367], [0.345979, 2.487015, -7.772580], [1.289231, 2.639204, -7.880335], [0.288730, 1.677058, -7.251395], [-5.589181, 2.304764, 2.625118], [-4.953945, 2.635192, 3.275038], [-5.041329, 1.970512, 1.909984], [2.945268, -1.958125, -4.716042], [2.623900, -1.294846, -4.097100], [2.751313, -1.579598, -5.581324], [-2.258991, 3.357283, -4.151132], [-1.684078, 3.498710, -3.387258], [-2.177527, 4.173137, -4.658550], [5.309660, 3.413676, 3.227885], [5.344667, 2.537942, 3.635009], [4.469354, 3.428182, 2.761192], [7.427140, -0.123161, 4.698874], [7.925190, -0.426644, 5.464676], [8.021674, -0.270779, 3.956041], [-2.710516, 5.845227, -2.388663], [-3.257142, 5.072914, -2.205199], [-3.340482, 6.568083, -2.462612], [3.020492, 3.261207, -4.011099], [3.962811, 3.418569, -4.117312], [2.962806, 2.467890, -3.468633], [-3.635762, -2.432205, 4.086181], [-3.731309, -3.381242, 3.953307], [-4.357472, -2.211665, 4.684551]],
  "forces_ev_per_angstrom": [[0.11, 0.23, 0.14], [-0.33, 1.10, 0.09], [-0.59, -0.70, 0.52], [-0.10, 0.10, -0.15], [-0.21, 0.84, 0.25], [1.45, -0.11, 0.23], [-1.57, 2.30, -0.20], [0.30, -0.80, -0.28], [0.59, -1.02, 0.26], [0.09, -0.06, -0.01], [0.64, 0.28, 0.28], [0.33, 1.03, -0.17], [-0.31, -0.40, -0.07], [-0.86, -0.82, 0.31], [0.44, -0.16, -0.53], [-0.16, -0.51, -0.38], [0.81, 0.01, 0.31], [-0.47, -0.33, -0.07], [0.21, 0.45, 0.32], [0.30, 0.16, -0.14], [-0.69, -0.63, -0.15], [-0.72, 0.33, 1.40], [0.38, -0.25, -0.30], [-0.67, -0.32, 0.70], [0.35, 0.35, -0.54], [-0.22, 0.14, -0.22], [0.16, -0.11, 0.24], [0.06, -0.21, 0.35], [-0.02, -0.34, 0.07], [-0.16, -0.53, -0.13], [0.45, 0.27, -0.44], [0.04, 0.02, 0.48], [0.13, 0.12, -0.14], [0.63, 0.55, -0.39], [0.13, -0.27, -0.17], [-0.18, 0.10, 0.33], [-0.27, 0.09, -0.34], [0.53, -0.16, -0.11], [-0.26, -0.15, -0.24], [0.21, -0.23, -0.26], [-0.34, -0.15, 0.02], [0.32, -0.11, -0.65], [0.02, 0.42, -0.15], [-0.22, -0.16, -0.13], [-0.07, 0.40, 0.10], [-0.18, -0.25, 0.11], [0.49, 0.03, -0.20], [-0.05, -0.14, 0.13], [0.26, -0.09, 0.07], [-0.08, 0.02, 0.03], [-0.12, -0.08, -0.21], [-0.23, 0.11, 0.19], [-0.03, -0.06, 0.04], [0.34, 0.01, -0.08], [-0.22, -0.30, -0.08], [0.04, 0.19, 0.08], [0.19, 0.17, 0.10], [0.14, 0.00, -0.14], [-0.10, 0.03, 0.09], [0.04, 0.03, -0.08], [0.16, -0.09, -0.13], [-0.11, 0.07, 0.14], [-0.10, 0.04, 0.00], [-0.48, 0.23, -0.09], [-0.08, -0.06, -0.03], [0.02, -0.04, -0.02], [-0.41, 0.33, -0.34], [0.03, -0.13, 0.08], [0.19, -0.31, 0.23], [0.06, 0.20, 0.11], [0.09, -0.17, -0.13], [-0.07, -0.10, -0.03], [0.04, 0.09, -0.05], [0.03, -0.04, 0.09], [-0.05, -0.06, -0.01], [-0.66, 0.29, 0.01], [0.48, -0.27, -0.14], [0.23, -0.10, 0.08], [-0.25, -0.32, -0.09], [0.07, 0.06, -0.03], [0.18, 0.03, 0.05], [0.03, -0.52, 0.08], [-0.07, 0.45, -0.07], [-0.11, 0.01, -0.02], [0.40, -0.13, 0.14], [-0.30, -0.10, 0.09], [0.06, 0.16, -0.03], [-0.48, -0.18, 0.11], [-0.06, 0.01, 0.00], [0.32, 0.16, 0.25], [0.00, 0.09, -0.01], [0.01, -0.07, 0.04], [-0.02, -0.14, 0.02], [-0.11, 0.28, -0.08], [0.03, -0.05, 0.09], [0.05, 0.03, 0.01], [-0.22, 0.04, 0.07], [0.02, 0.02, -0.08], [0.06, -0.13, -0.02], [-0.02, 0.23, -0.10], [0.30, -0.03, -0.16], [-0.27, -0.22, 0.25], [0.10, -0.12, -0.05], [-0.07, -0.05, 0.00], [-0.02, 0.05, -0.05], [0.08, -0.09, -0.05], [0.00, 0.08, -0.04], [-0.14, 0.08, 0.13], [0.09, -0.06, -0.04], [-0.03, 0.18, 0.12], [0.02, -0.09, -0.05], [-0.16, -0.15, 0.01], [0.16, 0.24, -0.19], [0.06, -0.10, -0.03], [0.35, -0.20, -0.03], [-0.09, 0.11, -0.06], [-0.11, 0.09, 0.12], [0.11, -0.12, -0.16], [-0.17, 0.14, 0.08], [-0.06, 0.07, 0.06], [0.22, -0.05, -0.10], [-0.05, -0.02, 0.04], [0.01, 0.05, -0.02], [-0.01, -0.09, 0.02], [-0.08, 0.02, -0.11], [0.04, 0.05, 0.03], [-0.08, -0.10, -0.06], [-0.03, 0.08, -0.01], [0.06, 0.00, 0.06], [-0.06, -0.12, 0.00], [0.03, -0.03, 0.04], [0.04, 0.13, 0.02]]
}



{
  "formula": "C4H7N",
  "method": "the ωB97M-V functional and the def2-TZVPD basis",
  "charge": 0,
  "orbital_gap_ev": 12.3609,
  "de_lowest_kcal_mol": 9.7,
  "smiles": "CCCC#N",
  "elements": ["C", "C", "C", "C", "N", "H", "H", "H", "H", "H", "H", "H"],
  "xyz": [[-0.903418, 1.179396, -0.582670], [-0.542506, -0.280869, -0.179667], [0.852536, -0.227216, 0.390995], [1.240707, -1.658862, 0.812593], [1.774849, -2.598591, 1.232549], [-1.774376, 1.514532, -0.012395], [-0.100572, 1.907561, -0.436078], [-1.175391, 1.193106, -1.642289], [-1.264280, -0.637193, 0.562886], [-0.586275, -0.925549, -1.063799], [1.576468, 0.114882, -0.354830], [0.902258, 0.418804, 1.272705]],
  "forces_ev_per_angstrom": [[-0.77, -0.46, -0.33], [-0.32, 1.53, -0.35], [0.23, -2.60, 0.50], [1.45, 1.08, 0.54], [-1.03, 0.76, -0.64], [0.14, 0.13, -0.14], [0.01, -0.25, 0.06], [-0.01, 0.24, 0.15], [0.26, -0.12, -0.16], [0.06, -0.01, 0.31], [-0.07, -0.10, 0.17], [0.05, -0.19, -0.11]]
}



Taking the records one at a time from the top gives E values of -126639.5772; -5750.9956 eV.